{
  "formula": "C23H33MgN4O5PS2",
  "method": "ωB97M-V/def2-TZVPD",
  "orbital_gap_ev": 7.34,
  "homo_energy_ev": -7.67,
  "total_charge": 0,
  "multiplicity": 1,
  "species": ["S", "S", "P", "Mg", "O", "O", "O", "O", "O", "N", "N", "N", "N", "C", "C", "C", "C", "C", "C", "C", "C", "C", "C", "C", "C", "C", "C", "C", "C", "C", "C", "C", "C", "C", "C", "C", "H", "H", "H", "H", "H", "H", "H", "H", "H", "H", "H", "H", "H", "H", "H", "H", "H", "H", "H", "H", "H", "H", "H", "H", "H", "H", "H", "H", "H", "H", "H", "H", "H"],
  "xyz": [[1.293, 1.413, 3.085], [-2.283, -1.209, 1.851], [-0.758, 1.563, 0.182], [0.122, -0.575, 1.640], [-1.552, 1.536, -1.210], [-1.109, -4.582, -3.755], [-1.709, 2.488, 1.118], [-2.532, -6.029, -2.975], [0.397, 2.526, -0.309], [2.936, 0.817, 0.933], [2.250, -0.312, 0.950], [3.064, 2.880, 1.905], [0.841, -2.519, 1.109], [-2.162, -3.952, -1.751], [0.336, -4.747, 0.557], [1.870, -2.533, 0.196], [-1.501, -2.710, -1.753], [0.061, -3.597, 1.240], [2.598, -1.232, 0.088], [-3.077, -3.356, 0.429], [-2.922, 1.308, -1.408], [-1.927, -4.819, -2.923], [-3.608, 2.654, -1.390], [1.076, 3.904, -2.059], [-2.041, 2.429, 2.521], [3.573, -1.058, -1.042], [-2.242, -2.275, 0.486], [0.059, 3.841, -0.904], [-2.936, -4.268, -0.643], [-3.528, 2.490, 2.576], [-1.467, -1.935, -0.645], [5.505, 2.891, 1.512], [2.187, -3.672, -0.501], [4.147, 3.286, 0.913], [1.335, -4.733, -0.385], [2.523, 1.648, 1.885], [-0.955, 3.854, -1.203], [1.645, -5.604, -0.882], [-0.296, -5.560, 0.777], [5.550, 3.494, 2.373], [-1.715, 1.483, 2.927], [-4.763, 2.651, -1.441], [-3.524, -3.725, 1.343], [-1.113, -2.312, -2.664], [4.128, 4.368, 0.774], [-4.014, 1.618, 2.124], [-1.053, -0.976, -0.718], [2.906, 3.443, 2.743], [-3.381, 3.205, -2.336], [6.309, 3.068, 0.734], [-3.368, 0.541, -0.720], [-3.855, 2.547, 3.648], [-3.315, 3.278, -0.618], [0.189, 4.573, -0.142], [-2.967, 0.956, -2.461], [5.457, 1.886, 1.797], [-1.611, 3.314, 3.018], [3.004, -0.820, -1.932], [-0.756, -3.558, 2.009], [0.627, 3.589, -3.001], [-3.968, 3.364, 2.066], [-3.253, -6.001, -2.267], [3.028, -3.766, -1.158], [4.209, -0.243, -0.834], [1.859, 3.300, -1.697], [1.504, 4.911, -2.044], [-3.485, -5.225, -0.540], [3.947, 2.756, -0.019], [4.211, -1.966, -1.181]]
}


{
  "formula": "C23H33N3O2S",
  "method": "ωB97M-V/def2-TZVPD",
  "orbital_gap_ev": 8.27,
  "homo_energy_ev": -7.65,
  "total_charge": 0,
  "multiplicity": 1,
  "species": ["S", "O", "O", "N", "N", "N", "C", "C", "C", "C", "C", "C", "C", "C", "C", "C", "C", "C", "C", "C", "C", "C", "C", "C", "C", "C", "C", "C", "C", "H", "H", "H", "H", "H", "H", "H", "H", "H", "H", "H", "H", "H", "H", "H", "H", "H", "H", "H", "H", "H", "H", "H", "H", "H", "H", "H", "H", "H", "H", "H", "H", "H"],
  "xyz": [[3.961, 1.224, 0.474], [4.361, -3.626, 0.465], [-0.346, -1.726, -0.124], [5.154, -1.065, -0.415], [0.920, 3.222, -0.108], [3.883, 0.219, -1.901], [5.165, -2.196, -1.326], [4.306, -2.525, 1.341], [-5.879, -1.241, 0.809], [-7.269, -1.761, -1.075], [-6.737, -0.680, -1.758], [3.175, 1.375, -1.935], [4.357, -0.017, -0.725], [-0.034, -0.875, 0.949], [-5.342, -0.152, 0.135], [0.618, 1.432, 1.622], [-6.837, -2.040, 0.210], [-5.779, 0.117, -1.156], [2.306, 3.334, -0.518], [4.128, -3.230, -0.871], [0.039, 2.492, -0.992], [-2.883, 0.129, 0.441], [-0.019, 0.979, -0.744], [-0.335, 0.627, 0.718], [0.645, 2.927, 1.280], [3.066, 2.067, -0.774], [-1.788, 0.963, 1.106], [5.355, -1.472, 0.958], [-4.273, 0.690, 0.770], [-2.762, 0.130, -0.645], [6.354, -1.912, 1.033], [-0.964, 2.919, -0.869], [-5.548, -1.461, 1.814], [-7.070, -0.457, -2.761], [6.166, -2.638, -1.299], [0.942, 0.532, -1.001], [-8.018, -2.383, -1.543], [1.042, -1.009, 1.092], [3.120, -2.799, -0.965], [-0.327, 3.375, 1.515], [4.192, -4.137, -1.472], [-7.249, -2.881, 0.749], [-0.535, -1.209, 1.870], [-1.975, 2.012, 0.875], [0.353, 2.678, -2.022], [1.628, 1.038, 1.511], [-0.762, 0.545, -1.413], [-5.369, 0.961, -1.692], [5.294, -0.606, 1.619], [-4.406, 0.706, 1.854], [4.494, -2.918, 2.342], [0.332, 1.308, 2.668], [3.304, -2.069, 1.311], [2.311, 3.911, -1.451], [2.733, 1.670, -2.870], [-1.289, -1.670, -0.307], [1.396, 3.424, 1.898], [-4.341, 1.717, 0.403], [4.940, -1.837, -2.329], [-1.885, 0.850, 2.190], [2.824, 3.921, 0.246], [-2.846, -0.904, 0.796]]
}


{
  "formula": "C23H33N3O2S4Se2Zr",
  "method": "ωB97M-V/def2-TZVPD",
  "orbital_gap_ev": 7.12,
  "homo_energy_ev": -6.68,
  "total_charge": 0,
  "multiplicity": 1,
  "species": ["Zr", "Se", "Se", "S", "S", "S", "S", "O", "O", "N", "N", "N", "C", "C", "C", "C", "C", "C", "C", "C", "C", "C", "C", "C", "C", "C", "C", "C", "C", "C", "C", "C", "C", "C", "C", "H", "H", "H", "H", "H", "H", "H", "H", "H", "H", "H", "H", "H", "H", "H", "H", "H", "H", "H", "H", "H", "H", "H", "H", "H", "H", "H", "H", "H", "H", "H", "H", "H"],
  "xyz": [[-1.244, 0.013, 0.044], [-3.670, 0.898, 0.663], [-0.696, 1.737, -1.928], [-1.300, -0.670, 2.521], [-0.650, -2.495, -0.114], [1.779, 0.081, -1.080], [-2.839, -1.083, -1.886], [-0.802, 1.981, 1.254], [-3.518, 5.249, -1.054], [-3.650, -2.241, 0.363], [0.983, 0.081, 0.291], [-4.636, -2.930, -1.617], [2.965, 2.306, -2.166], [-0.449, -2.209, 2.608], [-1.203, 3.485, -1.097], [3.831, -3.336, -0.261], [-2.286, 3.458, -0.013], [-3.762, -2.155, -0.966], [5.010, -3.169, -0.967], [-5.533, -3.886, -1.018], [4.730, 2.676, -0.050], [2.875, -2.332, -0.256], [3.797, 1.657, 0.008], [-3.476, 2.561, -0.397], [-2.823, 4.902, 0.118], [-0.030, -2.613, 3.995], [2.930, 1.480, -1.057], [0.390, -4.348, 1.672], [4.274, -1.000, -1.689], [-0.225, -2.981, 1.530], [5.230, -2.000, -1.678], [4.785, 3.502, -1.162], [3.908, 3.318, -2.219], [3.105, -1.166, -0.963], [-1.684, 3.100, 1.357], [-0.132, -4.917, 2.444], [1.031, -2.867, 4.015], [-2.500, 2.879, 2.059], [4.441, -0.096, -2.254], [5.426, 2.815, 0.763], [-0.679, 1.613, 2.154], [1.948, -2.452, 0.283], [-3.414, 2.264, -1.448], [5.754, -3.951, -0.977], [-6.402, -3.403, -0.562], [-1.978, 5.589, 0.280], [-3.890, 6.131, -0.957], [1.440, -4.281, 1.965], [-1.108, 3.954, 1.742], [-5.872, -4.570, -1.790], [3.759, 0.993, 0.862], [3.647, -4.254, 0.275], [-4.722, -2.736, -2.603], [-4.215, -2.889, 0.889], [-0.596, -3.479, 4.343], [0.311, -4.883, 0.727], [-4.413, 3.099, -0.246], [-3.483, 4.963, 0.997], [1.573, 0.109, 1.121], [2.261, 2.146, -2.969], [-5.015, -4.467, -0.256], [6.144, -1.868, -2.236], [-1.558, 4.092, -1.933], [-0.214, -1.783, 4.674], [5.521, 4.290, -1.206], [-0.281, 3.917, -0.694], [-2.858, -1.788, 0.841], [3.959, 3.959, -3.085]]
}


Calculated ΔE to the lowest compared entry with this formula, charge and spin in order - 49.9, 150.7, 72.5 kJ/mol
Calculated LUMO in order - -0.0120, 0.0226, 0.0160 hartree